One molecule with the formula C7H10O2, computed with wB97M-V/def2-TZVPD.

## Properties
LUMO level: -0.29 eV
E_HOMO: -8.98 eV
Energy relative to the best compared isomer or geometry (same formula, charge and spin): 106.46 kcal/mol
2S+1: 1
Structure (SMILES): CC(C)(C=O)C1(O)C=C1

The geometry in XYZ format:
```
19
Properties=species:S:1:pos:R:3:forces:R:3:nbo_charge:R:1
C -1.329240 -1.041272 0.596916 0.15 0.30 0.03 -0.64
C 0.999542 -1.421236 -0.338218 -0.21 -0.12 -0.16 -0.62
C -0.218899 0.713183 -0.888896 -0.16 0.48 1.04 0.15
C -0.045093 -0.419519 0.100449 2.11 1.20 1.04 -0.07
C 0.758032 0.512460 1.393352 -0.27 -3.83 -0.16 0.40
C 0.879265 1.672324 -1.135934 -0.66 -0.57 2.33 -0.12
C 0.089043 1.953612 -0.088993 -1.03 0.82 -3.98 -0.24
O -1.238965 0.593786 -1.841115 -0.05 0.09 -0.23 -0.71
O 1.947039 0.668927 1.486383 -0.57 0.24 -0.21 -0.53
H -2.095889 0.660220 -1.404189 0.08 -0.02 -0.01 0.47
H 0.133637 0.471975 2.314094 -0.25 0.84 -0.08 0.11
H 1.915356 1.634143 -1.409250 0.13 0.48 -0.52 0.23
H -0.583299 2.596851 0.441767 0.62 0.44 0.68 0.25
H -1.852057 -1.550013 -0.216813 0.09 -0.01 0.01 0.23
H -1.125356 -1.771384 1.379443 -0.02 -0.03 0.06 0.22
H 1.946277 -0.930520 -0.562559 0.00 0.06 0.10 0.23
H 0.656597 -1.894602 -1.261464 0.02 -0.20 0.06 0.22
H 1.167427 -2.167682 0.436600 0.06 -0.18 -0.07 0.21
H -2.003417 -0.281253 0.998426 -0.06 0.02 0.08 0.21
```
Forces are in eV/Å.